{
  "formula": "C66H62F10O2",
  "method": "wB97M-V/def2-TZVPD",
  "fmax_ev_per_a": 2.7,
  "total_charge": -1,
  "homo_ev": [-0.055, -4.363],
  "relative_energy_kcal_mol": 0.00,
  "multiplicity": 2,
  "homo_lumo_gap_ha": [0.070, 0.228],
  "species": ["F", "C", "C", "C", "C", "C", "C", "H", "H", "H", "H", "H", "F", "C", "C", "C", "C", "C", "C", "H", "H", "H", "H", "H", "F", "C", "C", "C", "C", "C", "C", "H", "H", "H", "H", "H", "F", "C", "C", "C", "C", "C", "C", "H", "H", "H", "H", "H", "F", "C", "C", "C", "C", "C", "C", "H", "H", "H", "H", "H", "F", "C", "C", "C", "C", "C", "C", "H", "H", "H", "H", "H", "F", "C", "C", "C", "C", "C", "C", "H", "H", "H", "H", "H", "F", "C", "C", "C", "C", "C", "C", "H", "H", "H", "H", "H", "F", "C", "C", "C", "C", "C", "C", "H", "H", "H", "H", "H", "F", "C", "C", "C", "C", "C", "C", "H", "H", "H", "H", "H", "C", "C", "O", "C", "H", "H", "H", "H", "H", "H", "C", "C", "O", "C", "H", "H", "H", "H", "H", "H"],
  "xyz": [[0.29504, -5.98757, -4.88583], [-0.48904, -5.07029, -4.30041], [-1.47828, -4.45475, -5.02782], [-2.31452, -3.56303, -4.36894], [-2.26129, -3.41714, -3.01013], [-1.34562, -4.16030, -2.27130], [-0.48735, -5.03215, -2.95440], [-1.64206, -4.55909, -6.09022], [-3.06179, -2.97132, -4.87674], [-2.91671, -2.73918, -2.48363], [-1.39695, -4.18213, -1.19274], [0.30676, -5.53229, -2.41994], [-7.12731, 0.98611, -0.12036], [-6.06472, 1.78270, 0.12693], [-6.30570, 3.12434, 0.18753], [-5.20619, 3.95101, 0.25010], [-3.93444, 3.46688, 0.15973], [-3.68266, 2.11226, 0.18661], [-4.77072, 1.29468, 0.16799], [-7.28941, 3.56590, 0.12637], [-5.38416, 5.01624, 0.24555], [-3.07168, 4.11653, 0.15891], [-2.68235, 1.70743, 0.14318], [-4.65422, 0.22303, 0.10162], [0.88869, 4.49129, -3.57132], [2.14224, 4.19089, -3.94801], [2.87677, 5.01867, -4.72211], [4.14424, 4.56487, -5.16987], [4.61546, 3.30010, -4.91863], [3.85254, 2.45072, -4.19417], [2.62250, 2.90254, -3.58824], [2.58933, 6.04125, -4.91735], [4.70208, 5.21388, -5.82865], [5.55756, 3.03490, -5.37526], [4.21479, 1.43707, -4.10646], [1.99777, 2.27032, -2.97472], [4.94932, 2.10012, 1.50456], [4.88919, 3.25274, 0.75289], [4.73691, 3.19619, -0.61658], [4.85274, 4.35708, -1.36969], [5.04870, 5.54963, -0.68638], [5.20375, 5.60947, 0.66880], [5.07568, 4.46792, 1.43541], [4.53565, 2.25007, -1.09694], [4.67782, 4.39305, -2.43483], [5.02054, 6.43909, -1.29833], [5.39316, 6.56559, 1.13395], [5.26614, 4.46480, 2.49848], [-0.36848, -1.51869, 4.42099], [-1.70066, -1.23624, 4.62307], [-2.40657, -0.98038, 3.48552], [-3.70446, -0.51902, 3.55720], [-4.38090, -0.41922, 4.76826], [-3.66149, -0.70667, 5.94603], [-2.30029, -1.03175, 5.87378], [-1.86186, -1.01920, 2.55375], [-4.25346, -0.29834, 2.65370], [-5.42658, -0.15077, 4.73832], [-4.18075, -0.62147, 6.88917], [-1.75061, -1.08786, 6.80173], [3.46051, -3.61548, 6.91717], [3.67527, -2.44995, 6.31360], [4.86446, -1.77728, 6.48296], [5.09824, -0.58021, 5.76244], [4.15387, -0.12312, 4.85939], [2.95981, -0.86593, 4.66634], [2.69729, -1.97104, 5.41669], [5.60423, -2.10427, 7.19865], [6.03982, -0.05143, 5.77754], [4.40813, 0.72281, 4.23798], [2.17370, -0.47791, 4.03557], [1.75165, -2.48236, 5.31314], [-0.09442, 2.06686, -1.76414], [0.11038, 1.10971, -0.83725], [1.21178, 1.17909, -0.00633], [1.41071, 0.21254, 0.93892], [0.50142, -0.86168, 1.02488], [-0.58595, -0.95300, 0.21117], [-0.79988, 0.03387, -0.73571], [1.86818, 2.02414, -0.15273], [2.27491, 0.25565, 1.58521], [0.65378, -1.65773, 1.73866], [-1.27961, -1.77148, 0.33496], [-1.66632, 0.03581, -1.38045], [-1.01226, -7.29944, 0.51516], [-0.44862, -6.59986, 1.49185], [0.38328, -7.20212, 2.40548], [0.95680, -6.49444, 3.45086], [0.63043, -5.15046, 3.57593], [-0.20124, -4.52277, 2.69183], [-0.68706, -5.20955, 1.59631], [0.54737, -8.26708, 2.33239], [1.48262, -6.94211, 4.28122], [1.12753, -4.64988, 4.39368], [-0.41861, -3.47963, 2.86794], [-1.26339, -4.73091, 0.81840], [-2.42643, 0.33525, -3.95613], [-2.73447, 1.56537, -4.47800], [-1.87216, 2.59911, -4.45750], [-2.12631, 3.79272, -5.14907], [-3.23477, 3.94571, -5.93227], [-4.16219, 2.85756, -5.96355], [-3.94771, 1.70509, -5.17064], [-0.90783, 2.48115, -3.98576], [-1.39058, 4.57881, -5.23369], [-3.36267, 4.83440, -6.53249], [-5.02382, 2.96956, -6.60500], [-4.59980, 0.84421, -5.16186], [4.62277, -1.37303, 1.74451], [3.86479, -2.22031, 1.01025], [3.43509, -3.39403, 1.62039], [2.48748, -4.18076, 0.93786], [2.03933, -3.76731, -0.32759], [2.71960, -2.70812, -0.99565], [3.59257, -1.87730, -0.31561], [3.81602, -3.65671, 2.59625], [2.16440, -5.14989, 1.28831], [1.40287, -4.39861, -0.92991], [2.52869, -2.54691, -2.04635], [4.01701, -1.02682, -0.82839], [1.87279, 6.44298, -0.73372], [0.88792, 6.02895, 0.34784], [0.94794, 6.55589, 1.45468], [-0.07752, 4.91577, 0.00410], [2.32108, 5.54013, -1.14845], [2.74062, 6.97403, -0.34263], [1.37049, 6.94565, -1.56023], [-0.69851, 4.58823, 0.83787], [0.55018, 4.03353, 0.12959], [-0.56218, 5.06117, -0.96134], [-4.56236, -4.67623, -0.63194], [-4.30298, -3.49389, 0.29836], [-3.18817, -3.15364, 0.56660], [-5.51744, -2.66609, 0.76586], [-3.78117, -5.39420, -0.38224], [-4.34065, -4.40676, -1.66457], [-5.56316, -5.08140, -0.48249], [-6.14026, -3.24536, 1.44752], [-6.12395, -2.39610, -0.09863], [-5.21477, -1.78117, 1.32569]],
  "atomic_forces_ev_per_a": [[0.6, 0.0, -0.5], [-1.1, -1.2, -1.1], [-0.5, 1.1, -0.6], [-0.3, 0.1, -0.3], [0.5, -0.1, 1.3], [-0.2, -0.7, -0.7], [0.6, 1.3, 2.3], [0.5, -0.3, -0.1], [0.0, -0.1, -0.4], [-0.1, 0.1, -0.1], [0.3, 0.3, 0.0], [-0.1, -0.4, 0.0], [0.2, -0.6, 0.3], [-0.1, 0.4, -0.4], [-0.2, 0.4, 0.1], [-0.4, 1.0, -0.4], [1.6, 0.3, 0.7], [-0.1, 0.4, -0.2], [-1.0, -2.0, -0.2], [-0.2, -0.3, 0.1], [0.1, 0.1, 0.1], [-0.1, 0.3, -0.1], [0.0, 0.0, 0.1], [0.1, -0.2, 0.0], [-0.9, 0.6, 0.5], [1.2, -2.1, -0.1], [-0.4, 1.0, 0.2], [1.0, 1.4, -0.8], [0.1, 0.5, -0.6], [0.0, -1.1, 0.8], [-0.6, 0.4, 0.0], [-0.3, 0.0, -0.1], [0.2, 0.2, 0.0], [0.1, -0.4, 0.1], [-0.2, -0.3, 0.4], [0.0, -0.1, -0.1], [-0.4, 0.5, -0.5], [0.4, 0.7, 0.9], [0.0, -0.7, -0.2], [-0.5, 0.3, 0.8], [0.1, 0.1, -1.6], [-0.2, 0.3, 0.8], [0.5, -1.1, -0.5], [0.1, -0.1, -0.1], [0.1, -0.4, -0.1], [0.3, 0.3, 0.1], [-0.1, 0.1, 0.2], [-0.2, 0.0, 0.1], [-0.8, -0.1, 0.9], [0.0, 0.7, 0.6], [0.2, 0.4, -0.8], [-0.8, -0.3, 0.1], [1.0, -0.5, 0.2], [-0.2, 0.3, -1.2], [0.1, -0.3, 0.0], [-0.2, -0.1, -0.2], [0.1, 0.1, -0.2], [0.0, 0.1, 0.4], [0.3, 0.0, 0.2], [0.2, -0.3, -0.1], [-0.1, -0.6, 0.6], [-0.1, 1.2, -1.4], [0.3, 0.8, 0.1], [-0.7, -0.7, -0.5], [-0.3, -1.0, -0.2], [0.6, 1.7, 0.3], [0.4, -1.0, 0.8], [0.0, -0.3, 0.0], [0.1, -0.1, 0.5], [-0.3, 0.1, 0.0], [0.1, 0.0, -0.3], [0.0, -0.2, 0.0], [-0.1, -0.2, 0.3], [-0.9, -1.5, 0.1], [-0.1, 1.1, -0.7], [-0.6, -1.2, 0.4], [1.3, 0.3, 0.9], [-0.4, 0.3, -0.5], [0.3, 1.4, -0.6], [0.3, 0.0, 0.1], [0.1, 0.0, 0.1], [0.3, 0.0, 0.2], [-0.1, -0.1, -0.2], [0.0, -0.1, -0.2], [-0.2, -0.4, -0.6], [0.6, 2.4, 1.0], [0.2, -1.3, 0.2], [-1.1, 0.7, -0.1], [1.1, -0.7, 1.0], [0.0, 0.5, -0.4], [-0.4, -1.3, -0.5], [0.0, -0.2, -0.1], [0.4, -0.4, -0.4], [-0.3, 0.5, 0.1], [-0.1, 0.1, -0.3], [-0.2, 0.1, 0.2], [-0.2, 0.9, 0.0], [-1.6, -0.4, -0.9], [1.8, 0.9, 0.3], [0.4, -0.1, -0.3], [-1.3, -1.8, 0.1], [0.7, 0.3, 0.9], [0.4, 0.5, -0.8], [0.1, 0.0, 0.2], [0.4, -0.1, 0.6], [-0.2, 0.0, -0.1], [-0.2, -0.3, 0.1], [-0.3, 0.1, -0.2], [0.1, -0.1, -0.1], [0.1, 0.1, -0.1], [-0.7, 0.1, -0.6], [0.3, 0.7, -0.9], [1.9, 0.2, -0.4], [-1.0, -0.7, 0.8], [-0.3, -0.7, 0.3], [0.0, 0.0, 0.1], [-0.1, 0.1, 0.4], [-0.2, 0.0, 0.2], [-0.2, 0.2, 0.0], [0.2, 0.1, 0.3], [0.1, -0.9, 0.1], [0.4, 1.2, 1.0], [-0.3, -0.7, -0.9], [0.7, -0.3, 1.2], [-0.2, -0.2, -0.3], [-0.6, 0.5, 0.2], [0.1, 0.1, 0.0], [-0.9, 1.2, 0.0], [0.5, -0.3, -1.4], [0.2, -0.5, 0.1], [0.5, 0.1, 0.9], [-1.7, 0.5, -0.7], [1.1, 0.2, 0.4], [0.5, -0.5, 0.1], [-0.2, -0.3, 0.0], [-0.4, 0.2, 0.0], [0.1, -0.1, -0.3], [-0.1, -0.2, -0.1], [0.0, 0.0, 0.0], [0.2, -0.1, -0.3]]
}

{
  "formula": "C29H39Br2Cl2FN5O11PS",
  "method": "wB97M-V/def2-TZVPD",
  "fmax_ev_per_a": 7.0,
  "homo_ev": -7.238,
  "homo_lumo_gap_ha": 0.197,
  "species": ["C", "C", "O", "N", "C", "C", "O", "N", "C", "C", "N", "C", "C", "O", "F", "N", "P", "O", "Cl", "H", "H", "H", "H", "H", "H", "H", "H", "H", "H", "H", "H", "H", "H", "C", "C", "C", "S", "O", "O", "C", "H", "H", "H", "H", "H", "H", "H", "H", "C", "C", "C", "C", "C", "C", "C", "O", "C", "C", "C", "C", "C", "C", "C", "O", "H", "H", "H", "H", "H", "H", "H", "H", "O", "H", "H", "Br", "C", "C", "Br", "H", "H", "H", "H", "C", "N", "O", "O", "H", "H", "H", "Cl"],
  "xyz": [[0.47160, -7.33563, -0.22439], [1.09893, -5.94792, -0.75885], [2.36714, -5.91047, -0.93306], [0.33612, -4.68946, -1.01717], [-0.26016, -4.63661, -2.37391], [-0.85509, -3.33777, -3.11466], [-0.31303, -5.75850, -3.02340], [-0.56364, -4.44883, 0.01059], [-1.97362, -4.84953, -0.29254], [-0.44146, -3.10258, 0.60798], [-0.02532, -1.84791, -0.06151], [1.45022, -1.77286, -0.32775], [2.36286, -2.55647, 0.73600], [3.34925, -3.23571, 0.26085], [2.21928, -2.52801, 2.17376], [-0.80453, -2.99189, 1.92201], [-0.73546, -1.41531, 2.80176], [0.33158, -1.57125, 4.17138], [-2.65015, -0.99209, 3.65734], [1.21062, -8.17598, -0.50827], [0.41431, -7.32901, 0.94296], [-0.55844, -7.59017, -0.67176], [-0.03057, -2.64488, -3.56168], [-1.51436, -3.73679, -3.99216], [-1.58530, -2.76439, -2.41961], [-2.08010, -5.92903, -0.71576], [-2.57270, -4.06951, -0.91980], [-2.53194, -4.88485, 0.73400], [-0.59533, -1.62924, -0.89607], [1.85866, -0.61008, -0.48170], [1.62311, -2.28934, -1.36180], [-1.14127, -3.81018, 2.45958], [0.64070, -0.67048, 4.44520], [-8.14706, 1.51230, 4.20803], [-7.26977, 2.75142, 4.39233], [-5.85502, 2.26829, 4.71492], [-5.68730, 0.66284, 3.94518], [-5.53788, -0.33246, 4.98321], [-4.76941, 0.76186, 2.83198], [-7.35207, 0.57327, 3.31112], [-9.11547, 1.76259, 3.76873], [-8.32771, 1.03968, 5.17951], [-7.25827, 3.33109, 3.46294], [-7.65267, 3.40417, 5.18076], [-5.09783, 2.94343, 4.31288], [-5.70996, 2.14442, 5.79014], [-7.70859, -0.45666, 3.34403], [-7.33638, 0.93373, 2.27949], [2.69993, 7.17920, -4.23725], [3.65154, 7.51648, -3.27678], [4.29848, 6.51706, -2.55562], [3.98587, 5.17576, -2.78531], [3.01583, 4.83936, -3.72930], [2.38074, 5.84380, -4.46409], [2.64012, 3.42448, -3.94680], [1.79280, 3.12915, -4.77643], [3.29850, 2.37552, -3.13978], [2.91332, 1.04206, -3.29284], [3.53737, 0.04633, -2.54623], [4.55328, 0.37729, -1.65219], [4.93605, 1.70563, -1.49290], [4.30207, 2.70816, -2.22979], [4.69158, 4.11976, -2.02666], [5.57898, 4.41162, -1.23998], [2.20205, 7.95895, -4.80615], [3.89108, 8.55941, -3.09131], [5.04316, 6.78648, -1.81188], [1.63394, 5.58804, -5.21048], [2.12397, 0.77575, -3.99012], [3.23260, -0.98978, -2.66280], [5.04465, -0.40101, -1.07500], [5.72573, 1.95788, -0.79023], [1.38829, 3.50503, -7.98560], [0.55048, 3.03395, -7.89148], [1.73226, 3.55262, -7.08224], [3.96210, 3.88484, 2.24679], [5.41042, 3.19405, 3.35386], [6.65000, 2.93327, 2.53317], [6.47716, 1.29190, 1.49579], [5.02998, 2.30386, 3.85689], [5.59754, 3.97307, 4.09578], [7.51316, 2.77035, 3.18124], [6.87744, 3.73336, 1.82699], [-4.90925, -2.71716, 1.86453], [-5.01574, -4.19513, 1.74452], [-5.28220, -4.82353, 2.75946], [-4.82769, -4.67502, 0.63229], [-5.09900, -2.43293, 2.89921], [-3.89995, -2.43400, 1.56628], [-5.65581, -2.27946, 1.20136], [0.65060, 0.49628, -0.44170]],
  "atomic_forces_ev_per_a": [[0.0, 0.2, 0.3], [5.5, -1.4, -0.3], [-6.3, 0.1, 0.6], [-0.3, -0.4, -2.0], [-0.3, -4.3, -3.2], [-0.5, -0.3, 0.2], [0.6, 5.2, 3.0], [-1.5, 2.4, 0.7], [-2.3, -0.4, 1.7], [0.2, 0.4, 0.2], [-0.2, -3.2, 2.0], [2.3, -3.4, 0.1], [4.1, -3.4, -3.2], [-4.9, 3.8, 3.2], [-0.3, 0.5, -3.0], [-0.1, -1.0, -0.3], [1.8, 3.3, 0.5], [-1.9, -0.5, -1.5], [1.3, -1.4, -0.1], [-1.1, 1.6, 0.4], [0.0, 0.2, -2.1], [1.6, 0.6, 0.7], [-1.4, -1.3, 1.1], [1.4, 0.6, 1.7], [1.5, -0.7, -1.1], [0.6, 2.2, 0.6], [1.3, -1.5, 0.8], [1.0, 0.0, -1.9], [0.7, -0.3, 0.6], [-1.0, -2.2, 0.9], [0.2, 0.5, 2.2], [0.6, 0.1, -0.9], [-0.5, -0.9, -0.7], [-0.2, 0.0, 0.2], [-0.2, 0.2, -0.1], [0.0, 0.6, 0.3], [-0.2, 0.3, -0.2], [0.2, 0.0, -0.4], [-0.2, -0.3, 0.3], [-0.5, -0.1, -0.1], [0.1, -0.1, 0.1], [0.0, 0.0, -0.1], [0.0, -0.1, 0.1], [0.1, -0.1, -0.1], [0.0, -0.3, 0.1], [0.0, -0.1, -0.1], [0.2, 0.0, 0.0], [0.1, -0.1, 0.1], [0.0, -0.2, 0.0], [0.1, -0.3, 0.1], [-0.1, 0.2, -0.1], [-0.1, 0.4, -0.1], [0.0, 0.5, -0.1], [0.0, 0.2, 0.0], [-0.6, -0.4, -0.5], [0.2, 0.1, 0.0], [0.0, -0.4, 0.1], [0.1, -0.2, 0.1], [0.0, 0.3, -0.1], [0.0, 0.2, -0.1], [0.0, -0.1, -0.1], [0.0, -0.4, 0.1], [0.8, 0.1, 0.8], [-0.3, 0.0, -0.3], [0.1, -0.1, 0.1], [0.0, -0.1, 0.0], [-0.1, -0.2, -0.1], [0.1, -0.1, 0.2], [0.1, 0.2, 0.1], [0.1, 0.1, 0.0], [-0.1, 0.1, 0.0], [-0.3, 0.1, -0.4], [-0.1, 0.0, 0.2], [0.2, 0.1, 0.0], [-0.1, -0.1, 0.0], [0.0, -0.1, 0.1], [-0.1, 0.3, 0.0], [0.2, -0.2, 0.1], [0.2, 0.0, 0.4], [0.1, 0.1, -0.2], [0.1, -0.1, -0.1], [-0.1, 0.0, 0.0], [-0.2, -0.1, 0.1], [-0.2, 0.2, 0.2], [-0.3, -0.3, 0.3], [0.3, 0.3, -0.9], [-0.2, 0.1, 0.7], [0.1, -0.1, -0.2], [-0.2, 0.0, -0.1], [0.2, -0.1, -0.1], [-1.3, 5.0, -0.7]]
}

{
  "formula": "C5H5NO",
  "method": "wB97M-V/def2-TZVPD",
  "fmax_ev_per_a": 2.5,
  "smiles": "[H]/N=C/C1=CCC1=O",
  "homo_ev": -9.489,
  "relative_energy_kcal_mol": 49.21,
  "homo_lumo_gap_ha": 0.360,
  "species": ["H", "N", "C", "C", "C", "C", "C", "O", "H", "H", "H", "H"],
  "xyz": [[-1.07137, -3.04283, -1.73614], [-1.22763, -2.23514, -1.13724], [-0.21821, -1.51936, -0.90261], [-0.30590, -0.35662, -0.05508], [0.45874, 0.73042, 0.15411], [-0.36583, 1.38092, 1.23483], [-1.29291, 0.16338, 1.13495], [-2.22437, -0.25864, 1.72815], [0.79442, -1.70885, -1.29856], [1.37388, 1.07002, -0.30078], [0.11341, 1.49664, 2.20723], [-0.83718, 2.32869, 0.96979]],
  "atomic_forces_ev_per_a": [[0.4, 0.2, 0.0], [-0.7, -0.1, 0.2], [0.7, -0.4, -0.5], [-1.2, 1.2, 1.9], [-0.3, -0.4, -0.1], [0.0, 0.6, 0.4], [1.3, -1.0, -1.7], [-0.1, 0.2, 0.1], [-0.2, -0.1, -0.1], [0.2, 0.0, -0.1], [0.0, 0.0, 0.1], [0.0, 0.0, 0.0]]
}

{
  "formula": "H3INO2P",
  "method": "wB97M-V/def2-TZVPD",
  "fmax_ev_per_a": 4.1,
  "homo_ev": -9.420,
  "relative_energy_kcal_mol": 21.13,
  "homo_lumo_gap_ha": 0.328,
  "species": ["N", "O", "O", "P", "I", "H", "H", "H"],
  "xyz": [[1.01054, -0.63004, -0.19727], [-0.32362, 1.49089, -0.31425], [-1.60804, -1.03278, 0.07135], [-0.07643, 0.27627, 0.71257], [3.01396, -0.24093, 0.03439], [0.74705, -0.63233, -1.18234], [-0.85871, 2.22323, 0.00480], [-1.90474, -1.45431, 0.87073]],
  "atomic_forces_ev_per_a": [[0.1, 0.1, 0.0], [-0.1, 0.0, -0.4], [2.8, 3.0, 0.3], [-2.3, -2.7, -0.9], [-0.4, 0.1, 0.0], [0.2, -0.2, 0.1], [-0.2, 0.0, 0.2], [-0.1, -0.3, 0.7]]
}